## 1
Formula: C5H15NO2
Source: OMol25
Level of theory: ωB97M-V/def2-TZVPD

Each line ends with the Mulliken charge.
Positions of all 23 atoms, in Å:
C: -0.039 1.268 1.166  -1.115
C: -0.436 1.396 -0.270  -0.425
C: 0.667 1.080 -1.231  0.693
C: 0.347 0.956 -2.586  -0.693
C: 0.453 -2.032 -0.748  -1.162
N: 1.902 0.956 -0.821  -0.396
H: 0.828 1.922 1.342  0.392
H: 0.286 0.253 1.382  0.270
H: -0.849 1.490 1.863  0.308
H: -1.255 0.705 -0.489  0.312
H: -0.873 2.373 -0.518  0.430
H: 1.093 0.787 -3.346  0.299
H: -0.688 0.860 -2.885  0.313
H: 1.493 -1.715 -0.648  0.287
H: -0.137 -1.512 0.010  0.245
H: 0.272 -3.095 -0.601  0.378
H: 0.138 -1.723 -1.743  0.244
H: 2.552 1.005 -1.609  0.272
H: 0.019 -2.681 2.286  0.292
O: -0.234 -1.794 2.558  -0.646
H: -1.032 -1.573 2.021  0.358
H: -2.908 -0.921 1.157  0.137
O: -2.032 -0.558 0.967  -0.791

HOMO-LUMO gap ... 3.361 eV
LUMO ... -4.483 eV

## 2
Formula: C5H15NO2
Source: OMol25
Level of theory: ωB97M-V/def2-TZVPD

Each line ends with the Mulliken charge.
Positions of all 23 atoms, in Å:
C: 0.414 2.440 0.723  -1.163
C: 1.114 1.311 0.034  -0.426
C: 0.366 0.642 -1.169  -0.548
C: -0.724 -0.136 -1.117  0.808
C: -0.956 -1.115 -2.332  -1.057
N: -1.621 -0.206 -0.052  -0.453
H: 0.624 3.294 0.022  0.284
H: 0.738 2.758 1.722  0.400
H: -0.675 2.360 0.894  0.296
H: 2.081 1.463 -0.382  0.410
H: 1.396 0.604 0.862  0.035
H: 0.650 0.999 -2.139  0.287
H: -0.612 -0.779 -3.269  0.363
H: -2.111 -1.479 -2.313  0.269
H: -0.253 -1.954 -1.989  0.137
H: -2.286 -1.026 0.111  0.213
H: -1.447 0.359 0.838  0.166
O: -0.074 0.397 2.709  -0.658
H: 0.634 1.147 2.817  0.328
H: 0.347 -0.404 2.436  0.331
O: 1.186 -2.724 0.288  -0.632
H: 0.577 -3.408 0.616  0.307
H: 1.504 -2.738 -0.673  0.304

HOMO-LUMO gap ... 8.044 eV
LUMO ... 0.594 eV
SMILES ... CC/C=C(/C)N.O.O

## 3
Formula: C5H15NO2
Source: OMol25
Level of theory: ωB97M-V/def2-TZVPD

Each line ends with the Mulliken charge.
Positions of all 23 atoms, in Å:
C: 2.000 -0.067 0.095  -0.983
N: 0.619 0.172 0.466  -0.206
C: -0.050 1.395 0.028  -0.789
C: -1.547 1.157 0.316  -0.549
C: -1.660 -0.384 0.358  -0.554
C: -0.266 -0.913 0.055  -0.693
H: 2.133 -0.051 -0.999  0.270
H: 2.237 -1.089 0.402  0.315
H: 2.652 0.651 0.590  0.303
H: 0.067 1.497 -1.069  0.409
H: 0.444 2.256 0.466  0.382
H: -2.043 1.521 -0.580  0.353
H: -1.832 1.632 1.250  0.300
H: -1.951 -0.706 1.360  0.205
H: -2.455 -0.719 -0.303  0.400
H: -0.002 -1.791 0.648  0.413
H: -0.136 -1.153 -1.008  0.329
O: -0.130 0.914 3.014  -0.699
H: 0.146 0.473 2.176  0.528
H: -0.121 0.241 3.701  0.280
O: 0.666 -1.347 -3.440  -0.621
H: 1.197 -2.146 -3.388  0.313
H: 0.031 -1.542 -4.140  0.294

HOMO-LUMO gap ... 9.189 eV
LUMO ... 0.592 eV
SMILES ... CN1CCCC1.O.O

## 4
Formula: C5H15NO2
Source: OMol25
Level of theory: ωB97M-V/def2-TZVPD

Each line ends with the Mulliken charge.
Positions of all 23 atoms, in Å:
C: 0.036 2.363 0.373  -1.810
C: 0.502 0.916 0.245  -0.730
C: -0.188 0.103 -0.565  0.751
C: -1.613 0.377 -1.027  -1.389
N: 0.250 -1.243 -0.783  -0.168
C: -0.578 -2.412 -0.502  -1.024
H: 0.756 3.122 0.750  0.323
H: 0.035 2.830 -0.621  0.435
H: -0.932 2.336 0.859  0.347
H: 1.453 0.557 0.671  0.764
H: -1.951 1.393 -1.258  0.414
H: -2.339 -0.049 -0.299  0.322
H: -1.853 -0.172 -1.937  0.389
H: 0.609 -1.480 -1.701  0.394
H: -1.616 -2.208 -0.207  0.266
H: -0.777 -3.038 -1.382  0.348
H: 0.066 -3.172 0.035  0.313
O: 3.007 -0.863 -0.821  -0.681
H: 2.407 -0.114 -0.806  0.368
H: 2.444 -1.559 -0.447  0.354
O: 0.029 0.660 3.521  -0.650
H: -0.022 1.538 3.139  0.322
H: 0.276 0.117 2.764  0.342

HOMO-LUMO gap ... 9.755 eV
LUMO ... 0.658 eV
SMILES ... C/C=C(\C)NC.O.O

Last place for stability: 1

## 1
Formula: C5H16N3
Source: OMol25
Level of theory: ωB97M-V/def2-TZVPD

Each line ends with the Mulliken charge.
Positions of all 24 atoms, in Å:
C: -0.260 -2.650 -0.159  -0.360
C: -1.237 -2.407 -1.051  0.008
N: -2.134 -3.317 -1.529  -0.454
N: 0.595 -1.553 0.254  -0.154
H: -0.196 -3.566 0.413  0.381
H: -1.339 -1.384 -1.430  0.265
H: -2.522 -3.205 -2.483  0.265
H: -1.972 -4.299 -1.300  0.241
H: 1.606 -1.704 0.143  0.391
H: 0.408 -1.207 1.207  0.486
H: 0.443 -0.707 -0.333  -0.193
C: 0.532 2.647 1.045  -0.720
C: 0.415 1.271 0.361  -0.217
C: -0.026 1.336 -1.121  -1.031
N: 1.290 2.619 2.391  -0.656
H: -0.460 3.056 1.229  0.375
H: 0.997 3.352 0.314  0.366
H: -0.319 0.717 1.021  0.174
H: 1.382 0.724 0.465  0.416
H: 0.618 1.948 -1.758  0.342
H: -1.016 1.735 -1.202  0.310
H: -0.111 0.274 -1.517  0.239
H: 1.042 3.491 2.858  0.282
H: 2.264 2.828 2.181  0.243

Total charge ... +1
HOMO-LUMO gap ... 9.845 eV
LUMO ... -3.002 eV

## 2
Formula: C5H16N3
Source: OMol25
Level of theory: ωB97M-V/def2-TZVPD

Each line ends with the Mulliken charge.
Positions of all 24 atoms, in Å:
C: -3.021 1.370 0.230  -0.978
C: -1.639 1.925 0.593  -0.513
H: -3.372 0.421 0.312  0.422
H: -3.583 2.148 0.852  0.254
H: -3.259 1.647 -0.832  0.238
H: -1.767 2.778 1.271  0.424
H: -1.417 2.437 -0.417  0.224
H: -1.026 1.068 0.902  -0.074
C: 1.571 0.011 -1.356  -0.465
C: 1.889 0.751 -0.054  -0.895
C: 0.798 -1.894 0.065  0.294
N: 1.617 -1.444 -1.111  -0.188
N: -0.537 -1.745 -0.018  -0.338
N: 1.235 -2.378 1.309  -0.341
H: 0.661 0.307 -1.942  0.234
H: 2.453 0.219 -2.115  0.387
H: 1.175 0.370 0.754  0.208
H: 2.044 1.763 -0.144  0.385
H: 2.423 -2.034 -1.495  0.342
H: -0.909 -1.234 -0.809  0.250
H: -1.220 -1.582 0.676  0.271
H: 2.300 -2.370 1.327  0.295
H: 0.631 -2.894 1.883  0.239
H: 2.952 0.360 0.117  0.326

Total charge ... +1
HOMO-LUMO gap ... 9.923 eV
LUMO ... -3.867 eV

## 3
Formula: C5H16N3
Source: OMol25
Level of theory: ωB97M-V/def2-TZVPD

Each line ends with the Mulliken charge.
Positions of all 24 atoms, in Å:
C: 1.478 0.511 -1.252  -0.424
C: 2.104 1.513 -0.118  -1.396
C: -0.660 -0.689 -1.832  0.460
N: 0.038 0.282 -1.142  -0.071
N: -0.105 -1.295 -2.984  -0.318
N: -1.892 -1.122 -1.437  -0.399
H: 1.958 1.018 -2.122  0.314
H: 1.989 -0.520 -1.034  0.332
H: 1.788 2.508 -0.225  0.431
H: 3.186 1.475 -0.179  0.396
H: -0.470 0.903 -0.376  0.355
H: 0.608 -0.748 -3.459  0.252
H: -0.543 -2.062 -3.399  0.229
H: -2.106 -1.500 -0.464  0.246
H: -2.729 -1.120 -2.092  0.276
H: 1.933 1.079 0.824  0.356
C: -0.109 0.028 3.063  -0.815
C: -1.416 0.031 2.195  -0.062
H: 0.684 -0.544 2.546  0.233
H: 0.385 0.889 3.513  0.321
H: -0.488 -0.489 3.983  0.281
H: -1.433 -0.228 1.164  -0.637
H: -2.036 0.921 2.161  0.342
H: -2.163 -0.842 2.666  0.297

Total charge ... +1
HOMO-LUMO gap ... 10.872 eV
LUMO ... -3.495 eV

Last place for stability: 2